This record from OMol25 describes a structure of composition C8H12F6Ni2O6 at a distorted geometry. The level of theory is ωB97M-V/def2-TZVPD.

```
! wB97M-V def2-TZVPD RIJCOSX def2/J DEFGRID3
* xyz 3 6
Ni 4.8273 3.1288 -1.3130
Ni 3.7224 1.0432 0.7094
O 3.0217 2.5199 -0.6408
H 2.1691 2.9044 -0.3582
O 5.4810 1.9232 0.1204
H 6.4051 1.7695 0.3978
C 6.4396 3.9297 2.9079
C 5.0947 4.4816 3.1672
O 4.9565 5.6666 2.4402
C 4.6960 5.7758 1.0995
O 4.7950 4.8457 0.2512
C 4.4598 7.2588 0.6278
F 5.3386 7.9716 1.3189
F 4.6909 7.3600 -0.7172
F 3.1904 7.5497 0.8938
H 6.7745 3.3962 3.7974
H 7.2302 4.6560 2.7194
H 6.4245 3.2312 2.0713
H 4.8452 4.6461 4.2154
H 4.3359 3.8253 2.7412
C 9.6348 6.9617 -3.5525
C 8.4332 6.1112 -3.3885
O 8.7807 4.8366 -2.9726
C 7.9025 3.9051 -2.4189
O 6.7758 4.0693 -1.9683
C 8.5925 2.4970 -2.2548
F 8.5012 2.2174 -0.9331
F 8.0622 1.5082 -2.9966
F 9.8850 2.6012 -2.5291
H 10.5309 6.4010 -3.8182
H 9.8322 7.6218 -2.7079
H 9.3519 7.6308 -4.3651
H 7.8301 6.0853 -4.2961
H 7.8818 6.5455 -2.5546
*
```

- Expectation value of S²: 8.7599
- LUMO energy (spin up / spin down): -11.988 / -16.726 eV
- Orbital gap (spin up / spin down): 8.09 / 3.34 eV